C42H47N6O3PPd as an isolated structure, computed with ωB97M-V/def2-TZVPD.

```
100
C42H47N6O3PPd ωB97M-V/def2-TZVPD
Pd 0.56 0.35 1.28
O -0.95 -3.82 2.24
C -2.19 -3.61 1.76
C -3.06 -4.70 1.76
C -4.35 -4.57 1.28
C -4.80 -3.35 0.79
C -3.95 -2.27 0.78
C -2.64 -2.37 1.27
C -1.73 -1.20 1.24
O -0.51 -1.37 1.67
N -2.21 -0.06 0.78
N -1.24 0.94 0.79
C -1.62 2.14 0.57
C -0.75 3.30 0.55
C -1.34 4.52 0.16
C -0.62 5.69 0.06
C 0.75 5.66 0.37
C 1.36 4.49 0.76
C 0.65 3.27 0.88
O 1.31 2.22 1.26
H -0.47 -2.96 2.13
H -2.70 -5.65 2.14
H -5.01 -5.43 1.29
H -5.81 -3.25 0.41
H -4.27 -1.30 0.41
H -2.68 2.28 0.37
H -2.40 4.52 -0.07
H -1.10 6.61 -0.24
H 1.34 6.57 0.30
H 2.41 4.47 1.01
N 4.34 -9.22 1.43
C 4.00 -8.12 1.31
C 3.58 -6.75 1.17
C 2.76 -6.16 2.13
C 2.37 -4.85 1.99
C 2.77 -4.10 0.88
C 3.58 -4.70 -0.08
C 4.00 -6.01 0.06
C 2.33 -2.69 0.71
C 1.54 -2.41 -0.41
C 0.98 -3.34 -1.34
C 0.31 -2.59 -2.28
C 0.52 -1.24 -1.88
N 1.22 -1.12 -0.79
C 2.78 -1.77 1.66
C 3.85 -2.02 2.58
C 4.08 -0.84 3.25
C 3.12 0.08 2.76
N 2.36 -0.45 1.82
H 2.43 -6.75 2.98
H 1.72 -4.39 2.73
H 3.90 -4.12 -0.94
H 4.64 -6.47 -0.68
H 1.03 -4.42 -1.28
H -0.28 -2.97 -3.10
H -0.34 0.56 -1.70
H 4.41 -2.94 2.66
H 4.82 -0.65 4.00
H 2.95 1.10 3.06
C 0.68 0.45 -6.55
C 0.62 -0.34 -5.22
C -0.64 -1.24 -5.24
C 1.88 -1.24 -5.18
P 0.55 0.82 -3.75
N -0.04 -0.05 -2.46
C -0.79 2.08 -3.98
C -0.35 3.28 -4.85
C -2.03 1.43 -4.61
C -1.25 2.61 -2.61
C 2.21 1.63 -3.40
C 2.85 2.24 -4.65
C 2.02 2.71 -2.33
C 3.21 0.63 -2.77
H 0.73 -0.29 -7.35
H 1.56 1.08 -6.63
H -0.21 1.06 -6.71
H -0.35 -2.22 -5.62
H -1.40 -0.84 -5.90
H -1.08 -1.38 -4.25
H 1.81 -1.93 -6.02
H 1.93 -1.83 -4.27
H 2.79 -0.67 -5.30
H 0.05 2.98 -5.81
H 0.38 3.90 -4.34
H -1.23 3.89 -5.03
H -1.90 1.18 -5.66
H -2.84 2.16 -4.56
H -2.35 0.54 -4.07
H -0.45 3.01 -1.99
H -1.78 1.84 -2.04
H -1.95 3.43 -2.78
H 2.19 2.93 -5.18
H 3.20 1.48 -5.34
H 3.72 2.81 -4.32
H 1.45 3.57 -2.67
H 3.01 3.07 -2.05
H 1.57 2.31 -1.41
H 3.34 -0.29 -3.33
H 2.92 0.37 -1.76
H 4.17 1.15 -2.73
```

Output
- Net charge: 0
- LUMO level: -0.38 eV
- Multiplicity: 1
- Orbital gap: 6.8 eV
- M: 821.27 g mol⁻¹